Entry 1:
{"formula": "C2HCl3S2", "method": "ωB97M-V/def2-TZVPD", "symbols": ["C", "C", "S", "S", "Cl", "Cl", "Cl", "H"], "positions_angstrom": [[3.245, 0.406, 0.447], [4.477, 0.078, -0.060], [-0.729, -1.716, 0.087], [1.829, 0.340, 1.046], [5.513, 1.531, -0.286], [4.415, -0.698, -1.707], [5.349, -1.155, 1.030], [0.266, -2.550, 0.068]], "forces_ev_per_angstrom": [[-2.342, -0.012, 1.914], [2.872, -1.274, -1.317], [-0.640, 1.001, 0.120], [0.296, -0.036, -0.650], [0.081, -0.049, 0.259], [-0.327, 0.062, 0.198], [-0.877, 1.161, -0.486], [0.938, -0.852, -0.039]], "e_lumo_ev": [-1.8, -2.4], "orbital_gap_ev": [8.2, 5.7]}

Entry 2:
{"formula": "C5H15N4O2", "method": "ωB97M-V/def2-TZVPD", "symbols": ["C", "C", "C", "C", "C", "N", "N", "N", "N", "O", "O", "H", "H", "H", "H", "H", "H", "H", "H", "H", "H", "H", "H", "H", "H", "H"], "positions_angstrom": [[-4.039, -0.069, 0.035], [2.401, -1.978, -0.330], [2.823, -0.721, 0.264], [3.055, 0.498, -0.509], [2.327, 1.708, 0.115], [-4.555, -1.296, 0.287], [-4.714, 1.020, 0.515], [-2.925, -0.017, -0.637], [-2.344, 1.175, -0.902], [0.931, 1.548, 0.073], [0.523, 0.459, 0.874], [1.307, -2.048, -0.269], [2.664, -2.042, -1.385], [2.789, -2.835, 0.221], [-5.264, -1.402, 0.991], [2.959, -0.676, 1.336], [4.125, 0.741, -0.497], [2.743, 0.373, -1.548], [2.668, 1.872, 1.145], [2.499, 2.609, -0.475], [-3.969, -2.087, 0.085], [0.309, 0.837, 1.740], [-4.603, 1.882, 0.006], [-5.637, 0.867, 0.891], [-1.416, 1.047, -1.283], [-2.419, 1.916, -0.212]], "forces_ev_per_angstrom": [[1.734, 0.568, -1.127], [0.589, -0.012, -0.064], [-0.548, 0.274, -0.404], [-0.570, -0.236, -0.104], [0.025, -0.068, 0.570], [-0.714, -0.642, 0.222], [-0.090, 0.278, 0.383], [-0.946, -1.565, 0.984], [0.007, 1.373, -0.618], [-0.381, 0.466, -0.255], [0.699, -0.699, -0.212], [-0.216, 0.145, 0.112], [-0.068, 0.054, -0.039], [-0.063, -0.028, 0.094], [0.113, -0.078, -0.049], [0.162, -0.001, 0.157], [0.135, -0.075, 0.140], [0.120, -0.068, 0.042], [-0.002, 0.034, -0.106], [0.088, -0.089, -0.011], [-0.023, 0.098, 0.060], [-0.029, 0.316, 0.044], [-0.077, -0.065, -0.087], [0.062, 0.093, -0.143], [-0.235, 0.144, 0.299], [0.230, -0.216, 0.112]], "e_lumo_ev": [-5.8, -6.5], "total_charge": 1, "orbital_gap_ev": [3.9, 2.4]}

Entry 3:
{"formula": "CH3IO4S", "method": "ωB97M-V/def2-TZVPD", "symbols": ["C", "O", "O", "O", "O", "S", "I", "H", "H", "H"], "positions_angstrom": [[-1.579, 0.318, 0.047], [0.712, -0.221, -1.366], [1.734, -1.802, 0.106], [-0.693, -0.501, 0.805], [0.553, 0.280, 0.989], [1.385, -0.482, -0.153], [3.308, 0.798, -0.028], [-2.263, -0.344, -0.276], [-1.184, 0.959, -0.808], [-1.972, 0.994, 0.684]], "forces_ev_per_angstrom": [[3.059, 1.680, -1.282], [-0.121, 0.445, -1.238], [0.482, -2.266, 1.396], [0.761, 0.694, -0.022], [-0.636, -0.970, 0.361], [-0.341, 1.308, -1.366], [0.903, 0.763, 0.194], [-2.524, -2.244, -1.324], [0.092, -1.559, 1.006], [-1.674, 2.146, 2.274]], "e_lumo_ev": -0.5, "orbital_gap_ev": 10.0}

no.,E_tot (Eh)
1,-2253.6030
2,-568.5659
3,-1036.5845